Entry from the Open Molecules 2025 dataset: a structure of composition C24H32BrN7O2Se2Y in a non-equilibrium geometry (wB97M-V/def2-TZVPD).

Values from the calculation:
Frontier orbital gap ... 4.6560 eV
Max |F| ... 2.1 eV/A
Energy relative to the best compared isomer or geometry (same formula, charge and spin) ... 0.329 eV
Net charge ... +3
E_HOMO ... -14.31 eV
2S+1 ... 1

Last column: Mulliken charge in e.
CARTESIAN COORDINATES (ANGSTROEM)
Y 0.1410 -0.3529 -0.1829  1.217
C -3.7881 -0.1059 1.0367  -1.087
Se -1.9507 0.0517 1.6670  0.211
C -1.7213 -1.7317 2.5036  -0.735
C -2.0387 -2.9127 1.6044  -0.772
Se -0.9263 -3.0659 -0.0384  0.152
C -2.3872 -3.1774 -1.3322  -1.043
H -4.4300 -0.1962 1.9130  0.421
H -3.9225 -0.9552 0.3741  0.284
H -4.0360 0.8101 0.5044  0.361
H -2.3864 -1.7519 3.3725  0.572
H -0.6805 -1.7547 2.8473  0.341
H -3.0768 -2.8941 1.2609  0.416
H -1.8884 -3.8361 2.1758  0.474
H -2.9877 -4.0538 -1.0882  0.413
H -1.9510 -3.3104 -2.3211  0.400
H -2.9926 -2.2713 -1.3109  0.307
C -1.5393 1.8952 -2.3846  -1.216
O -0.7989 1.8075 -1.1560  0.060
C -0.5707 3.0360 -0.5300  0.592
C -0.8864 4.2609 -1.0960  -0.505
C -0.6610 5.4425 -0.3924  -0.817
Br -1.0708 7.1000 -1.2228  -0.119
C -0.1695 5.4041 0.9006  -0.873
C 0.1416 4.1757 1.4817  0.673
C -0.0117 2.9949 0.7534  0.777
O 0.4250 1.7591 1.2720  -0.411
C 0.6285 4.1898 2.8559  -0.297
N 1.4841 5.0784 3.2821  -0.677
C 1.6855 4.8373 4.5996  0.723
C 2.4939 5.5143 5.5189  -0.794
C 2.4744 5.0756 6.8278  -0.532
C 1.6742 4.0010 7.2203  -0.518
C 0.8383 3.3341 6.3256  -0.912
C 0.8779 3.7416 5.0038  0.575
N 0.2332 3.3204 3.8519  0.063
H -2.4810 2.4291 -2.2288  0.487
H -1.7531 0.8719 -2.7007  0.370
H -0.9552 2.4028 -3.1555  0.374
H -1.3003 4.3433 -2.0850  0.555
H -0.0179 6.3041 1.4738  0.664
H 0.9638 1.9743 2.0545  0.326
H 3.1116 6.3333 5.1882  0.473
H 3.0876 5.5719 7.5642  0.415
H 1.6908 3.6827 8.2532  0.407
H 0.1616 2.5647 6.6647  0.394
H -0.5791 2.7218 3.8336  0.125
C 4.3059 -4.3285 -0.1469  -1.376
C 5.5175 -3.5167 0.3102  0.652
C 6.1402 -2.7323 -0.8375  -1.334
C 5.1697 -2.5704 1.4903  -0.865
N 3.8879 -1.9575 1.3040  0.652
C 2.7184 -2.3897 1.8055  -0.289
N 1.7556 -1.6375 1.3184  -0.008
N 2.3732 -0.7495 0.5067  0.231
N 3.6346 -0.9475 0.5073  -0.861
H 4.6169 -5.0504 -0.8969  0.470
H 3.5409 -3.6981 -0.6071  0.191
H 3.8635 -4.8876 0.6760  0.344
H 6.2636 -4.2140 0.6981  0.335
H 5.4921 -1.9226 -1.1685  0.271
H 6.3255 -3.3915 -1.6805  0.398
H 7.0941 -2.3105 -0.5328  0.405
H 5.9294 -1.7914 1.5656  0.374
H 5.1255 -3.1333 2.4235  0.319
H 2.6091 -3.2126 2.4818  0.427
N 1.4957 -0.7243 -3.4698  0.103
C 0.9568 -0.6000 -2.4651  -0.099
H 1.9716 -0.8359 -4.3500  0.344